Entry i
The molecule C4H4N2, computed with the ωB97M-V functional and the def2-TZVPD basis.

Output
SMILES = c1cncnc1
Charge = 0
Kohn-Sham gap = 0.388 Eh
E_LUMO = 0.02537 hartree

```
10
C4H4N2 | the OMol25 dataset | the ωB97M-V functional and the def2-TZVPD basis
C 0.395 -0.628 0.855
C -0.297 -1.152 -0.218
N -0.648 -0.393 -1.223
C -0.473 0.918 -1.119
N 0.167 1.571 -0.129
C 0.643 0.744 0.830
H 0.712 -1.283 1.653
H -0.641 -2.170 -0.342
H -1.110 1.134 -1.981
H 1.223 1.165 1.658
```

What are the Löwdin partial charges on each atom? They are as follows, in elementary charge units: C -0.056; C -0.155; N 0.038; C -0.208; N 0.084; C -0.132; H 0.099; H 0.108; H 0.113; H 0.108

Entry ii
The molecule C4H4N2, computed with the ωB97M-V functional and the def2-TZVPD basis.

Output
SMILES = C#CCNC#N
Charge = 0
Kohn-Sham gap = 0.396 Eh
E_LUMO = 0.02538 hartree

```
10
C4H4N2 | the OMol25 dataset | the ωB97M-V functional and the def2-TZVPD basis
C 0.111 2.137 -0.136
C -0.333 1.052 -0.024
C -0.340 -0.405 0.296
N 0.980 -0.906 -0.132
C 2.151 -0.280 0.060
N 3.064 0.403 0.109
H 0.314 3.176 -0.209
H -0.492 -0.555 1.438
H -1.097 -0.860 -0.288
H 0.970 -1.129 -1.067
```

What are the Löwdin partial charges on each atom? They are as follows, in elementary charge units: C 0.109; C -0.134; C -0.171; N -0.001; C -0.338; N 0.152; H 0.035; H 0.154; H 0.097; H 0.097

Entry iii
The molecule C4H4N2, computed with the ωB97M-V functional and the def2-TZVPD basis.

Output
Charge = 0
Kohn-Sham gap = 0.262 Eh
E_LUMO = -0.00567 hartree

```
10
C4H4N2 | the OMol25 dataset | the ωB97M-V functional and the def2-TZVPD basis
N 1.133 0.055 -0.613
C 0.036 -0.332 0.324
C -0.990 0.614 0.434
C -1.826 1.492 0.515
C -0.019 -1.710 0.546
N 0.024 -2.868 0.703
H 1.036 -0.322 -1.565
H 1.142 1.075 -0.685
H 2.046 -0.244 -0.255
H -2.581 2.241 0.596
```

What are the Löwdin partial charges on each atom? They are as follows, in elementary charge units: N 0.167; C -0.355; C -0.192; C 0.083; C -0.284; N 0.097; H 0.160; H 0.156; H 0.159; H 0.010

The winner here is entry i, beating the second structure by 51.5 kcal/mol.

Entry i
The molecule C4H4N2, computed with the ωB97M-V functional and the def2-TZVPD basis.

Output
SMILES = c1ccnnc1
Charge = 0
Kohn-Sham gap (spin up / spin down) = 0.301 / 0.300 Eh
E_LUMO (spin up / spin down) = -0.02664 / -0.01910 hartree

```
10
C4H4N2 | the OMol25 dataset | the ωB97M-V functional and the def2-TZVPD basis
C -0.186 -0.944 0.187
C 1.119 -0.533 0.039
C 1.079 0.937 0.025
N 0.143 1.181 0.908
N -1.084 1.322 0.237
C -1.318 0.055 0.069
H -0.449 -2.000 0.136
H 1.914 -1.184 -0.326
H 1.071 1.428 -0.959
H -2.289 -0.261 -0.316
```

What are the Löwdin partial charges on each atom? They are as follows, in elementary charge units: C -0.050; C -0.071; C -0.165; N -0.009; N 0.045; C -0.151; H 0.096; H 0.095; H 0.107; H 0.103

Entry ii
The molecule C4H4N2, computed with the ωB97M-V functional and the def2-TZVPD basis.

Output
SMILES = c1ccnnc1
Charge = 0
Kohn-Sham gap = 0.360 Eh
E_LUMO = 0.01349 hartree

```
10
C4H4N2 | the OMol25 dataset | the ωB97M-V functional and the def2-TZVPD basis
C -0.790 -0.548 0.433
C -0.568 -0.200 -0.875
C 0.470 0.715 -1.078
N 1.364 1.042 -0.156
N 1.349 0.392 1.005
C 0.279 -0.324 1.316
H -1.734 -0.960 0.777
H -1.161 -0.580 -1.702
H 0.498 1.287 -2.001
H 0.293 -0.824 2.282
```

What are the Löwdin partial charges on each atom? They are as follows, in elementary charge units: C -0.065; C -0.065; C -0.151; N 0.004; N 0.003; C -0.148; H 0.107; H 0.108; H 0.104; H 0.104

The winner here is entry ii, beating the second structure by 91.0 kcal/mol.

Entry i
The molecule C4H4N2, computed with the ωB97M-V functional and the def2-TZVPD basis.

Output
Charge = 0
Kohn-Sham gap (spin up / spin down) = 0.304 / 0.304 Eh
E_LUMO (spin up / spin down) = -0.03492 / -0.03490 hartree

```
10
C4H4N2 | the OMol25 dataset | the ωB97M-V functional and the def2-TZVPD basis
C 0.402 -0.753 -0.631
C 1.786 -0.821 -0.379
C 1.711 -0.599 1.944
C -1.329 0.903 -0.096
N 2.035 -1.088 0.919
N -0.074 0.056 0.262
H -0.040 -0.942 -1.597
H -2.010 0.694 0.730
H -0.943 1.862 0.002
H -1.538 0.688 -1.153
```

What are the Löwdin partial charges on each atom? They are as follows, in elementary charge units: C -0.240; C -0.002; C 0.086; C -0.034; N -0.100; N -0.014; H 0.102; H 0.082; H 0.045; H 0.074

Entry ii
The molecule C4H4N2, computed with the ωB97M-V functional and the def2-TZVPD basis.

Output
Charge = 0
Kohn-Sham gap (spin up / spin down) = 0.276 / 0.294 Eh
E_LUMO (spin up / spin down) = -0.02302 / 0.00580 hartree

```
10
C4H4N2 | the OMol25 dataset | the ωB97M-V functional and the def2-TZVPD basis
N -1.195 -0.908 -0.504
C -0.261 0.096 -0.186
C 1.124 -0.170 -0.053
C 2.301 -0.434 0.038
C -0.760 1.303 0.342
N -1.165 2.425 0.593
H -1.534 -0.845 -1.459
H -0.844 -1.839 -0.321
H -1.025 1.102 1.433
H 3.344 -0.655 0.103
```

What are the Löwdin partial charges on each atom? They are as follows, in elementary charge units: N 0.070; C -0.347; C -0.111; C 0.125; C -0.297; N 0.177; H 0.092; H 0.088; H 0.176; H 0.027

Entry iii
A structure of composition C4H4N2, computed with the ωB97M-V functional and the def2-TZVPD basis.

Output
Charge = 0
Kohn-Sham gap (spin up / spin down) = 0.307 / 0.307 Eh
E_LUMO (spin up / spin down) = -0.01640 / -0.01638 hartree

```
10
C4H4N2 | the OMol25 dataset | the ωB97M-V functional and the def2-TZVPD basis
C -0.480 -1.203 0.338
C -1.390 -0.511 -0.370
N -0.713 0.519 -1.062
C 0.468 0.803 -0.660
C 0.939 0.102 0.616
N 0.771 -1.322 0.308
H -0.010 0.238 1.266
H -2.465 -0.530 -0.359
H 1.020 1.618 -1.124
H 1.876 0.399 1.087
```

What are the Löwdin partial charges on each atom? They are as follows, in elementary charge units: C -0.119; C -0.151; N 0.051; C -0.129; C -0.206; N 0.108; H 0.134; H 0.091; H 0.109; H 0.112

The winner here is entry iii, beating the second structure by 37.2 kcal/mol.